{"formula": "C4H6ClN", "method": "the ωB97M-V functional and the def2-TZVPD basis", "elements": ["H", "H", "N", "C", "C", "Cl", "H", "H", "C", "H", "C", "H"], "coordinates": [[-2.601, -1.713, -0.392], [2.121, 0.066, -0.511], [0.147, -0.153, 0.537], [-1.571, -1.631, -0.144], [0.518, 1.217, 0.689], [-2.354, 0.803, 0.005], [-0.863, -2.469, -0.217], [1.148, 1.381, 1.525], [1.224, 0.641, -0.571], [0.819, 0.964, -1.512], [-1.142, -0.401, 0.162], [-0.086, 2.050, 0.379]], "smiles": "C=C(Cl)N1CC1", "e_above_lowest_kcal_mol": 57.1, "lumo_energy_ev": 0.9, "orbital_gap_ha": 0.3455}

---

{"formula": "C49H59Cl3N4O2TcTe", "method": "the ωB97M-V functional and the def2-TZVPD basis", "elements": ["H", "C", "C", "C", "C", "H", "N", "C", "C", "N", "C", "H", "H", "C", "C", "H", "Cl", "C", "O", "H", "C", "C", "H", "H", "C", "H", "H", "C", "H", "H", "C", "H", "N", "Cl", "H", "C", "C", "C", "C", "H", "C", "H", "C", "H", "C", "H", "C", "C", "H", "H", "H", "C", "C", "H", "H", "H", "H", "H", "Tc", "H", "C", "H", "H", "C", "C", "H", "O", "H", "H", "C", "C", "C", "H", "C", "C", "C", "C", "H", "H", "C", "C", "H", "H", "C", "H", "H", "C", "H", "H", "H", "H", "H", "Cl", "H", "Te", "C", "H", "C", "H", "C", "H", "H", "H", "H", "H", "C", "H", "C", "C", "C", "H", "H", "N", "C", "H", "H", "C", "H", "H"], "coordinates": [[-6.857, -0.351, 1.479], [-4.821, -2.776, 2.888], [5.152, -0.052, -2.883], [4.694, -0.493, -1.613], [-3.872, 3.659, -0.046], [4.942, 1.803, -3.948], [-2.685, -4.154, 0.495], [-6.252, -0.813, 2.269], [3.032, 4.470, -1.550], [-2.576, -0.463, -0.046], [-2.783, -1.534, 2.127], [-2.314, -2.467, 1.786], [5.784, -2.616, 0.916], [-3.889, 5.012, -0.046], [-5.136, 0.145, 2.706], [-4.953, -0.701, 4.697], [-2.661, 7.460, -0.046], [5.095, 1.804, 1.133], [-0.348, 1.844, 1.401], [4.186, 0.372, -4.751], [-1.459, 5.060, -0.046], [2.237, -0.412, 2.528], [-0.718, -3.747, 1.053], [4.239, 6.015, -0.667], [-1.049, -0.386, -3.361], [-4.886, -2.352, -4.308], [-1.003, 0.680, 1.622], [5.041, -1.919, 0.473], [-4.312, -2.786, 0.208], [-4.810, 5.546, -0.046], [-2.661, 5.722, -0.046], [-2.339, -1.697, -0.586], [0.939, 0.680, -0.046], [-5.407, 2.731, -0.046], [0.477, 2.248, 3.736], [-3.239, -1.610, -2.153], [0.608, 1.095, 1.276], [-1.355, -0.183, -2.004], [-5.639, -2.127, 1.762], [-2.050, -1.603, 1.144], [0.141, 0.296, -3.961], [4.372, 1.298, 1.802], [7.188, -1.364, -2.614], [1.055, -0.014, -3.444], [-1.396, -3.460, 0.243], [-1.011, -3.842, -0.708], [-4.714, -1.830, 0.564], [8.512, -1.816, -3.158], [-3.373, -3.957, -0.244], [3.379, 1.141, -3.368], [-1.961, -0.882, 2.454], [-1.497, 3.754, -0.046], [-2.452, -0.781, -1.350], [6.749, -0.151, -4.329], [0.255, 0.048, -5.021], [-0.500, 5.544, -0.046], [0.034, 1.383, -3.882], [4.087, -2.473, 0.351], [-1.003, 0.680, -0.046], [2.398, -1.022, 1.658], [-4.314, -0.509, 3.827], [1.671, 1.614, 5.783], [0.308, -1.305, 0.715], [-3.569, -0.873, 0.952], [-2.666, 2.973, -0.046], [5.413, 4.488, 0.863], [-2.546, 1.721, -0.046], [5.816, 2.363, 1.767], [-4.794, 0.932, 0.714], [-2.964, -1.838, -3.519], [4.365, 0.870, -3.775], [2.724, 3.109, -1.562], [3.235, -0.306, 5.779], [6.733, -1.814, -1.371], [6.396, -0.490, -3.361], [-4.218, 0.434, 1.506], [3.385, 2.219, -0.702], [4.894, -1.088, 1.189], [9.167, -0.935, -3.325], [4.002, 4.959, -0.676], [4.366, 2.713, 0.189], [-6.438, -2.808, 1.449], [-3.116, -2.289, 4.131], [2.912, -0.764, 3.701], [7.345, -2.500, -0.797], [2.516, 5.147, -2.218], [-1.866, -1.221, -4.117], [-6.927, -1.014, 3.110], [1.965, 2.745, -2.241], [-5.472, -3.009, 3.739], [-3.521, 0.174, 4.158], [9.027, -2.509, -2.459], [-0.270, 2.726, -0.046], [-4.102, -2.117, -1.752], [2.806, 0.157, -0.800], [2.713, -0.032, 4.871], [-4.395, -3.726, 2.543], [-3.699, -1.826, 3.327], [5.670, 1.055, 0.556], [-1.613, -1.940, 0.198], [-2.555, -5.174, 0.528], [-0.711, 0.473, -1.416], [-5.329, -1.393, -0.232], [-3.442, 1.149, 1.814], [-3.863, -3.748, -3.869], [1.832, 1.049, 4.873], [-3.101, -3.869, 1.392], [-3.863, -2.744, -4.306], [1.154, 1.403, 3.703], [5.494, -1.391, -0.863], [8.358, -2.342, -4.124], [-1.648, -1.392, -5.166], [-0.399, -1.179, -0.046], [4.665, 4.087, 0.190], [-5.575, 1.081, 3.068], [3.586, -1.611, 3.703], [1.356, 0.686, 2.505], [-3.536, -2.831, -5.347], [0.026, -1.397, -0.977]], "multiplicity": 3, "lumo_energy_ev": [-3.0, -4.0], "orbital_gap_ha": [0.2095, 0.1814], "charge": 1}

---

{"formula": "C16H23BHfNO", "method": "the ωB97M-V functional and the def2-TZVPD basis", "elements": ["H", "C", "C", "Hf", "H", "H", "O", "H", "B", "H", "C", "H", "H", "H", "H", "H", "C", "H", "H", "C", "H", "C", "H", "C", "C", "C", "C", "H", "C", "C", "H", "H", "C", "C", "N", "C", "H", "H", "H", "H", "H", "H", "C"], "coordinates": [[-1.456, 4.868, 0.203], [-1.166, -2.234, -1.466], [-1.577, 2.930, -0.709], [0.286, -0.789, 0.393], [1.880, -0.139, 3.061], [0.541, 1.908, 1.903], [-1.415, -0.006, 0.627], [0.264, -3.875, -0.901], [1.596, -4.761, 2.616], [1.367, 2.095, -0.656], [1.006, -3.473, 2.080], [-1.514, 2.151, -2.685], [-1.686, -0.259, -2.419], [0.852, -5.689, 2.356], [3.526, -1.238, 1.180], [-2.138, -2.731, -1.401], [2.767, -0.469, 1.008], [-1.167, 3.505, 1.303], [0.952, 0.181, -2.453], [-1.012, 3.858, 0.279], [0.067, 3.975, 0.118], [-0.940, -0.916, -1.963], [-3.384, 0.033, 0.150], [1.894, 0.093, 1.995], [2.590, 0.258, -0.202], [-2.640, 0.736, 0.552], [0.474, -0.682, -1.981], [-2.927, 0.986, 1.583], [-1.022, 2.908, -2.065], [1.162, 1.172, 1.384], [0.053, 2.653, -2.050], [1.687, -4.578, 3.816], [1.127, -1.890, -1.529], [-2.695, 2.043, -0.348], [0.564, -2.468, 1.652], [1.595, 1.261, 0.013], [2.194, -2.110, -1.607], [-3.174, 1.726, -1.290], [3.199, 0.147, -1.104], [-3.417, 2.672, 0.204], [-1.110, 3.895, -2.558], [2.693, -4.912, 2.099], [0.102, -2.835, -1.187]], "lumo_energy_ev": 2.8, "orbital_gap_ha": 0.1366, "charge": -1}

---

no.,energy (Eh)
1,-670.85763
2,-4000.13180
3,-826.32329